(1)
Formula: C46H127N11O13
Source: the Open Molecules 2025 dataset
Level of theory: ωB97M-V/def2-TZVPD

Calculated values
Charge: 0
SMILES string: COC[C@H](C)N.COC[C@H](C)N.COC[C@H](C)N.COC[C@H](C)N.COC[C@H](C)N.COC[C@H](C)N.COC[C@H](C)N.COC[C@H](C)N.COC[C@H](C)N.COC[C@H](C)N.COC[C@H](C)N.OCCO
HOMO-LUMO gap in eV: 8.3
Multiplicity: 1
LUMO level in eV: 0.286

Geometry as XYZ:
```
197
Properties=species:S:1:pos:R:3:mulliken_charge:R:1
C 16.15 8.37 22.69 -0.718
O 16.38 8.18 21.28 -0.430
C 15.71 9.22 20.59 -0.506
C 16.09 9.17 19.08 0.803
C 17.53 9.59 18.66 -0.778
N 15.26 10.09 18.28 -0.236
H 15.07 8.50 22.74 0.317
H 16.68 9.17 23.21 0.212
H 16.44 7.51 23.29 0.287
H 14.63 9.09 20.59 0.410
H 16.04 10.20 20.94 0.011
H 16.06 8.14 18.73 0.366
H 17.92 10.52 19.08 0.079
H 17.71 9.66 17.58 -0.282
H 18.20 8.86 19.09 0.603
H 15.42 9.92 17.29 -0.105
H 15.43 11.07 18.44 0.136
C 20.23 15.31 9.55 -0.814
O 19.66 15.78 10.77 -0.322
C 18.26 15.33 10.93 -1.134
C 18.17 14.55 12.26 0.912
C 18.38 15.41 13.55 -2.177
N 19.15 13.54 12.30 -0.019
H 20.21 14.23 9.66 0.305
H 21.30 15.52 9.46 0.288
H 19.58 15.46 8.69 0.332
H 17.73 16.29 10.95 0.467
H 17.71 14.76 10.18 0.423
H 17.20 14.06 12.39 -0.281
H 19.42 15.75 13.54 0.510
H 18.26 14.86 14.48 0.624
H 17.64 16.21 13.61 0.543
H 19.36 13.34 11.33 0.188
H 19.94 14.09 12.61 0.115
C 14.58 18.01 15.51 -0.434
O 15.97 18.16 15.64 -0.431
C 16.45 17.85 16.96 0.448
C 16.15 18.93 18.05 0.646
C 16.60 20.36 17.73 -1.631
N 16.63 18.61 19.37 -0.176
H 14.26 16.97 15.47 0.012
H 14.38 18.44 14.52 0.307
H 14.03 18.49 16.32 0.290
H 16.05 16.88 17.24 0.161
H 17.52 17.63 17.01 -0.379
H 15.07 19.07 18.14 0.369
H 17.68 20.38 17.54 0.165
H 16.36 20.96 18.61 0.462
H 16.08 20.94 16.96 0.347
H 16.20 19.08 20.15 0.299
H 16.39 17.65 19.58 -0.326
C 20.60 9.97 17.02 -0.597
O 19.84 9.77 15.85 -0.185
C 20.27 10.50 14.68 0.331
C 19.57 9.82 13.49 1.806
C 20.28 8.45 13.15 -1.869
N 19.71 10.72 12.40 -0.483
H 20.52 11.03 17.26 0.064
H 21.68 9.79 16.99 0.359
H 20.22 9.37 17.84 0.274
H 19.91 11.53 14.77 -0.465
H 21.36 10.40 14.64 0.303
H 18.50 9.70 13.64 -1.004
H 21.36 8.47 13.00 0.412
H 19.88 8.13 12.18 0.515
H 20.20 7.71 13.95 0.321
H 20.70 10.61 12.23 0.381
H 19.50 11.63 12.80 -0.013
C 9.33 11.01 18.57 -0.837
O 10.10 11.60 17.56 -0.315
C 11.09 12.47 18.00 -1.037
C 11.61 13.32 16.75 1.067
C 12.74 14.26 17.16 -0.922
N 10.53 14.23 16.32 -0.831
H 9.29 11.63 19.46 0.367
H 9.68 10.05 18.95 0.291
H 8.28 10.96 18.26 0.271
H 10.55 13.22 18.58 0.692
H 11.95 12.14 18.58 0.272
H 11.94 12.62 15.98 -0.258
H 13.06 14.77 16.25 0.244
H 13.63 13.70 17.44 -0.159
H 12.57 14.92 18.01 0.531
H 10.33 14.85 17.09 0.294
H 9.70 13.65 16.27 0.305
C 14.08 12.77 13.56 -0.701
O 15.09 12.47 12.60 -0.483
C 15.53 11.13 12.73 -0.209
C 16.09 10.61 11.37 0.442
C 16.27 9.10 11.34 -1.680
N 17.26 11.32 11.01 -0.674
H 13.73 13.80 13.50 0.484
H 14.29 12.42 14.58 -0.048
H 13.17 12.27 13.24 0.543
H 16.21 11.06 13.57 -0.218
H 14.69 10.50 13.03 0.718
H 15.35 11.00 10.68 0.432
H 16.81 8.84 10.43 0.393
H 15.32 8.56 11.37 0.501
H 16.83 8.61 12.13 0.113
H 18.13 11.04 11.43 0.523
H 17.19 12.17 11.56 -0.110
C 18.02 13.40 25.22 -0.861
O 18.36 13.86 23.94 -0.214
C 19.78 14.03 23.78 -1.028
C 20.03 14.45 22.36 0.614
C 21.51 14.83 22.11 -1.528
N 19.20 15.62 21.97 -0.294
H 16.94 13.29 25.27 0.249
H 18.35 14.01 26.06 0.323
H 18.45 12.42 25.45 0.336
H 20.10 14.86 24.41 0.359
H 20.23 13.08 24.07 0.464
H 19.80 13.60 21.72 0.110
H 21.56 15.22 21.09 0.226
H 22.10 13.91 22.12 0.484
H 21.87 15.59 22.79 0.301
H 19.54 16.44 22.46 -0.180
H 18.35 15.32 22.42 0.285
C 20.60 18.65 23.70 -0.834
O 20.81 18.15 22.36 -0.274
C 20.28 18.99 21.31 -1.034
C 20.47 18.38 19.90 0.821
C 20.33 19.39 18.79 -1.787
N 19.47 17.35 19.69 1.014
H 21.14 17.87 24.24 0.244
H 19.58 18.64 24.08 0.317
H 21.04 19.63 23.89 0.335
H 19.22 19.09 21.55 0.282
H 20.82 19.94 21.28 0.518
H 21.49 18.01 19.82 0.401
H 21.19 20.06 18.72 0.562
H 19.41 19.97 18.85 0.256
H 20.42 18.97 17.79 0.303
H 19.47 16.82 20.55 -0.038
H 18.57 17.79 19.60 -0.387
C 16.50 8.56 15.53 -1.073
O 15.21 8.94 15.90 0.536
C 14.20 7.98 15.67 -1.399
C 12.87 8.31 16.42 0.341
C 12.45 9.71 16.03 -1.041
N 13.05 8.27 17.91 -0.895
H 16.59 8.07 14.56 0.478
H 16.89 7.80 16.21 0.628
H 17.26 9.34 15.56 -0.473
H 14.03 7.87 14.60 0.494
H 14.54 6.99 15.95 0.454
H 12.14 7.62 16.00 0.332
H 12.17 9.65 14.98 0.419
H 13.23 10.47 16.09 -0.052
H 11.50 10.03 16.47 0.433
H 13.90 8.79 18.01 0.320
H 12.30 8.87 18.23 0.188
C 23.88 11.98 16.20 -0.669
O 23.74 13.02 15.30 -0.323
C 23.61 14.29 15.89 -0.318
C 23.10 15.28 14.80 0.302
C 23.17 16.72 15.14 -1.495
N 21.65 15.06 14.58 -0.239
H 23.13 12.00 17.00 0.156
H 24.85 11.96 16.69 0.383
H 23.70 11.03 15.70 0.256
H 22.96 14.27 16.76 -0.027
H 24.58 14.52 16.31 0.552
H 23.64 15.14 13.86 0.421
H 22.59 16.91 16.04 0.148
H 22.76 17.39 14.38 0.377
H 24.21 16.94 15.38 0.430
H 21.56 14.05 14.59 -0.008
H 21.07 15.37 15.34 0.156
C 16.92 12.83 16.18 1.435
O 17.28 13.33 17.41 -0.118
C 17.90 14.60 17.28 0.153
C 19.42 14.44 17.08 4.411
C 20.07 13.82 18.25 -1.587
N 20.06 15.79 16.97 -0.813
H 16.53 11.81 16.28 -1.436
H 17.78 12.73 15.52 -0.629
H 16.03 13.32 15.77 0.670
H 17.43 15.25 16.54 -0.044
H 17.71 15.13 18.22 -0.545
H 19.63 13.93 16.14 -1.658
H 20.10 14.52 19.08 0.206
H 21.09 13.60 17.91 -0.070
H 19.60 12.96 18.71 -0.056
H 19.36 16.44 16.62 0.180
H 20.20 16.10 17.92 -0.076
O 15.89 12.85 19.73 0.162
C 16.13 13.34 21.05 -0.103
C 15.76 14.81 21.09 -1.447
O 16.56 15.68 20.21 -0.352
H 16.26 13.53 19.17 -0.157
H 15.47 12.90 21.79 0.477
H 17.19 13.27 21.30 0.170
H 15.85 15.17 22.12 0.479
H 14.70 14.90 20.83 0.451
H 17.45 15.54 20.54 -0.242
```


(2)
Formula: C6H6N2O3SSn
Source: the Open Molecules 2025 dataset
Level of theory: ωB97M-V/def2-TZVPD

Calculated values
Charge: +2
HOMO-LUMO gap in eV: 8.5
Multiplicity: 1
LUMO level in eV: -8.597

Geometry as XYZ:
```
19
Properties=species:S:1:pos:R:3:mulliken_charge:R:1
O -2.79 -2.84 0.78 -0.031
C -1.99 -2.04 0.65 0.106
Sn -0.01 -0.12 0.52 0.771
C -1.72 1.18 -0.73 0.253
C 0.85 -1.51 -1.36 0.250
O -2.33 2.05 -1.15 -0.008
O 1.55 -2.03 -2.10 -0.007
S 1.63 1.59 -0.24 -0.309
C 2.27 1.82 1.38 0.298
N 1.77 2.66 2.30 -0.069
C 2.53 2.62 3.55 -0.400
C 3.63 1.61 3.25 -0.391
N 3.35 1.20 1.88 -0.074
H 0.95 3.23 2.15 0.223
H 1.90 2.31 4.39 0.287
H 2.94 3.61 3.76 0.297
H 3.60 0.75 3.93 0.286
H 4.62 2.07 3.30 0.294
H 3.88 0.51 1.36 0.223
```


(3)
Formula: C13H15BN4O2
Source: the Open Molecules 2025 dataset
Level of theory: ωB97M-V/def2-TZVPD

Calculated values
Charge: +2
HOMO-LUMO gap in eV: 5.7
Multiplicity: 1
LUMO level in eV: -9.048

Geometry as XYZ:
```
35
Properties=species:S:1:pos:R:3:mulliken_charge:R:1
C -1.15 4.14 1.32 -0.737
N -1.67 4.62 -0.02 -0.036
C -0.44 5.23 -0.71 -0.751
B -2.10 3.43 -0.92 0.202
O -2.99 3.81 -2.07 -0.469
N -1.60 2.01 -0.66 0.398
C -2.16 1.04 0.36 -0.123
C -1.52 -0.48 0.61 -0.509
C -0.19 -1.00 -0.28 0.498
C 0.52 -2.46 -0.05 0.619
C 2.11 -2.62 -0.54 -0.458
C 2.85 -4.05 -0.28 -0.119
N 2.19 -5.26 0.39 0.527
N 2.93 -6.42 0.56 -0.785
C 3.72 -6.36 1.69 0.789
O 4.37 -6.44 2.89 -0.313
C 0.73 -5.17 0.81 -0.099
C -0.19 -3.79 0.63 -0.430
C 0.34 0.11 -1.41 -0.532
C -0.40 1.56 -1.53 -0.161
H -0.81 5.05 1.97 0.300
H -1.89 3.46 1.92 0.205
H -0.17 3.49 1.15 0.260
H 0.02 5.99 0.06 0.282
H 0.35 4.34 -0.80 0.255
H -0.69 5.71 -1.76 0.262
H -3.91 3.44 -1.93 0.338
H -3.10 1.36 1.02 0.398
H -1.96 -1.22 1.43 0.273
H 2.61 -1.67 -1.06 0.222
H 3.99 -4.14 -0.61 0.373
H 0.24 -6.11 1.31 0.394
H -1.31 -3.72 0.95 0.303
H 1.27 -0.19 -2.09 0.233
H 0.01 2.32 -2.34 0.391
```


(4)
Formula: C34H47BN10OPbS6
Source: the Open Molecules 2025 dataset
Level of theory: ωB97M-V/def2-TZVPD

Calculated values
Charge: 0
HOMO-LUMO gap (alpha / beta) in eV: 5.4 / 6.6
Multiplicity: 1
LUMO level (alpha / beta) in eV: -1.863 / -0.507

Geometry as XYZ:
```
100
Properties=species:S:1:pos:R:3:mulliken_charge:R:1
Pb -0.13 -0.03 0.06 0.736
C -0.69 4.53 -2.54 -1.745
C 0.27 3.39 -2.68 0.418
C 0.90 3.18 -3.85 -0.709
C 1.79 2.08 -3.96 -0.061
N 2.00 1.31 -2.95 -0.559
N 1.40 1.50 -1.74 0.839
B 2.02 0.43 -0.69 -1.388
N 2.92 -0.71 -1.20 0.139
N 4.05 -0.34 -1.85 0.457
C 4.91 -1.22 -2.22 -0.129
C 4.69 -2.61 -1.97 -0.866
C 3.61 -3.02 -1.27 0.477
C 3.38 -4.45 -0.94 -1.959
C 2.69 -2.01 -0.81 1.198
S 1.41 -2.45 0.22 -0.604
C 6.24 -0.75 -2.80 2.877
C 6.03 0.38 -3.82 -1.472
C 7.02 -1.87 -3.50 -2.312
C 7.08 -0.22 -1.63 -1.465
N 2.68 1.23 0.48 0.529
N 3.72 1.94 0.00 -0.158
C 4.42 2.70 0.79 0.063
C 4.13 2.76 2.18 -0.627
C 3.09 2.07 2.68 0.269
C 2.74 2.14 4.13 -1.959
C 2.30 1.26 1.79 0.919
S 0.94 0.43 2.45 -0.545
C 5.56 3.51 0.20 2.503
C 6.89 3.04 0.79 -1.718
C 5.35 5.00 0.53 -1.824
C 5.60 3.36 -1.32 -1.511
C 0.53 2.51 -1.57 0.718
S -0.34 2.86 -0.13 -0.239
C 2.54 1.82 -5.25 2.437
C 3.46 3.02 -5.53 -1.687
C 3.40 0.57 -5.12 -1.388
C 1.55 1.64 -6.41 -1.919
H -0.76 5.09 -3.48 0.438
H -0.37 5.22 -1.76 0.358
H -1.69 4.17 -2.28 0.280
H 0.73 3.83 -4.70 0.401
H 5.40 -3.36 -2.29 0.359
H 4.17 -5.08 -1.35 0.385
H 2.42 -4.79 -1.33 0.312
H 3.36 -4.59 0.14 0.368
H 5.42 0.03 -4.66 0.591
H 7.00 0.70 -4.21 0.515
H 5.56 1.24 -3.36 -0.153
H 6.45 -2.30 -4.32 0.456
H 7.32 -2.66 -2.82 0.461
H 7.94 -1.45 -3.92 0.434
H 6.56 0.58 -1.11 -0.171
H 8.04 0.16 -1.99 0.410
H 7.28 -1.02 -0.91 0.451
H 4.73 3.38 2.83 0.373
H 3.43 2.79 4.67 0.388
H 2.78 1.14 4.58 0.374
H 1.73 2.52 4.26 0.376
H 6.91 3.16 1.88 0.374
H 7.72 3.61 0.38 0.473
H 7.06 1.98 0.57 0.291
H 5.35 5.18 1.60 0.338
H 4.40 5.35 0.12 0.368
H 6.16 5.59 0.09 0.476
H 5.73 2.32 -1.61 -0.309
H 6.42 3.94 -1.73 0.537
H 4.67 3.71 -1.77 0.359
H 4.17 3.16 -4.71 0.141
H 2.90 3.95 -5.66 0.413
H 4.03 2.85 -6.45 0.453
H 4.09 0.68 -4.29 -0.715
H 3.96 0.40 -6.04 0.746
H 2.78 -0.31 -4.93 0.246
H 0.94 2.53 -6.57 0.317
H 0.89 0.80 -6.22 0.409
H 2.10 1.45 -7.33 0.475
S -2.04 0.76 -1.65 -0.113
C -3.34 1.31 -0.73 1.192
C -4.50 1.73 -1.45 -0.388
N -5.43 2.07 -2.04 -0.522
C -3.33 1.37 0.68 0.208
S -2.04 0.89 1.65 0.012
C -4.49 1.86 1.36 -0.274
N -5.43 2.25 1.90 -0.499
C -3.42 -3.30 -2.56 -1.038
N -2.63 -3.08 -1.35 -0.081
C -2.87 -2.33 -0.29 0.739
S -1.63 -2.24 0.92 -0.388
N -3.99 -1.64 -0.09 -0.009
C -5.22 -1.55 -0.87 -1.198
H -2.83 -3.94 -3.21 0.357
H -3.60 -2.36 -3.07 0.305
H -4.36 -3.80 -2.34 0.344
H -1.72 -3.50 -1.33 0.209
H -3.98 -1.14 0.78 0.304
H -5.03 -1.11 -1.85 0.369
H -5.90 -0.91 -0.33 0.363
H -5.68 -2.53 -0.99 0.374
O -0.48 -1.14 -1.73 -0.803
```


(5)
Formula: CH6OSi
Source: the Open Molecules 2025 dataset
Level of theory: ωB97M-V/def2-TZVPD

Calculated values
Charge: 0
SMILES string: C[SiH2]O
HOMO-LUMO gap in eV: 10.8
Multiplicity: 1
LUMO level in eV: 0.809

Geometry as XYZ:
```
9
Properties=species:S:1:pos:R:3:mulliken_charge:R:1
C 0.20 -0.52 1.05 -0.907
Si 0.06 -0.19 -0.86 0.490
O -0.18 1.37 -0.62 -0.466
H -0.25 -1.46 1.33 0.298
H -0.34 0.36 1.55 0.221
H 1.19 -0.51 1.25 0.295
H 1.26 0.01 -1.60 -0.135
H -0.92 -0.98 -1.64 -0.127
H -1.01 1.93 -0.47 0.331
```


(6)
Formula: C25H40N2O8S2
Source: the Open Molecules 2025 dataset
Level of theory: ωB97M-V/def2-TZVPD

Calculated values
Charge: 0
SMILES string: O=C1C=CC(=O)C(CCCSC(=S)n2ccnc2)=C1.COCCOCCOC.COCCOCCOC
HOMO-LUMO gap in eV: 7.5
Multiplicity: 1
LUMO level in eV: -1.430

Geometry as XYZ:
```
77
Properties=species:S:1:pos:R:3:mulliken_charge:R:1
O -0.14 0.89 6.24 -0.557
C -0.22 0.10 5.32 -0.210
C -1.41 0.05 4.44 -0.590
C -1.65 -1.06 3.75 -0.494
C -0.70 -2.19 3.83 0.327
O -0.99 -3.30 3.41 -0.588
C 0.67 -1.97 4.41 0.567
C 1.70 -3.05 4.17 -0.997
C 3.13 -2.47 3.99 -0.411
C 3.87 -2.35 5.32 -0.927
S 5.30 -1.22 5.36 -0.144
C 4.77 0.27 4.53 0.313
S 4.37 1.57 5.40 -0.229
N 4.74 0.32 3.13 0.140
C 5.16 -0.70 2.32 -0.292
C 4.99 -0.26 1.06 -0.619
N 4.48 1.01 1.11 -0.638
C 4.35 1.36 2.33 -0.064
C 0.90 -0.86 5.10 0.333
H -2.05 0.91 4.43 0.471
H -2.53 -1.13 3.14 0.532
H 1.44 -3.64 3.30 0.421
H 1.72 -3.70 5.04 0.361
H 3.66 -3.18 3.36 0.390
H 3.00 -1.52 3.48 0.310
H 4.27 -3.33 5.59 0.412
H 3.15 -2.13 6.10 0.515
H 5.52 -1.64 2.68 0.576
H 5.21 -0.85 0.20 0.445
H 3.98 2.30 2.69 0.420
H 1.85 -0.58 5.54 0.256
C -0.94 -2.03 0.01 -0.912
O -0.27 -1.10 -0.82 -0.084
C 1.01 -0.72 -0.33 -0.251
C 2.07 -0.78 -1.41 -0.204
O 2.37 -2.07 -1.91 -0.485
C 1.37 -2.75 -2.66 -0.289
C 0.99 -2.12 -3.98 -0.509
O 0.32 -0.88 -3.80 -0.174
C 0.75 0.16 -4.66 -0.897
H -1.50 -1.50 0.79 0.042
H -1.64 -2.59 -0.61 0.306
H -0.25 -2.74 0.47 0.670
H 1.31 -1.34 0.52 0.060
H 0.94 0.32 0.02 0.331
H 3.00 -0.42 -0.96 0.219
H 1.85 -0.09 -2.23 0.039
H 0.49 -2.94 -2.05 -0.036
H 1.80 -3.73 -2.88 0.453
H 0.31 -2.80 -4.51 0.376
H 1.89 -2.00 -4.60 0.348
H 1.82 0.09 -4.87 0.488
H 0.57 1.11 -4.15 0.186
H 0.19 0.14 -5.59 0.293
C -4.98 5.33 -2.15 -0.817
O -5.14 3.95 -2.41 -0.271
C -5.62 3.65 -3.71 -0.492
C -4.81 2.56 -4.39 -0.261
O -3.47 2.89 -4.72 -0.477
C -2.52 3.08 -3.68 -0.456
C -2.18 1.85 -2.86 -0.223
O -3.26 1.42 -2.06 -0.325
C -3.49 0.03 -2.08 -0.473
H -5.92 5.77 -1.80 0.287
H -4.23 5.44 -1.37 0.237
H -4.63 5.87 -3.04 0.393
H -5.64 4.54 -4.34 0.344
H -6.65 3.29 -3.60 0.376
H -5.30 2.36 -5.35 0.425
H -4.86 1.62 -3.84 0.038
H -2.81 3.91 -3.04 0.139
H -1.61 3.39 -4.19 0.431
H -1.34 2.10 -2.19 0.370
H -1.83 1.06 -3.53 0.152
H -3.27 -0.41 -3.06 0.375
H -4.55 -0.14 -1.87 0.325
H -2.89 -0.46 -1.31 -0.100
```


Number 1: E_tot -3408.88768 a.u., strongest force on any atom 2.9 eV/A. Number 2: E_tot -1179.32857 a.u., strongest force on any atom 4.2 eV/A. Number 3: E_tot -897.50376 a.u., strongest force on any atom 12.8 eV/A. Number 4: E_tot -4553.28920 a.u., strongest force on any atom 2.2 eV/A. Number 5: E_tot -406.42293 a.u., strongest force on any atom 5.5 eV/A. Number 6: E_tot -2484.20056 a.u., strongest force on any atom 2.5 eV/A.